No. 1
ORCA calculation (ωB97M-V/def2-TZVPD) on a structure of composition C17H41CsN3O3 at a distorted geometry.

Calculated values
- Net charge: +2
- LUMO (alpha / beta): -5.15 / -9.78 eV
- Multiplicity: 2
- Energy: -1081.72678 Ha

CARTESIAN COORDINATES (ANGSTROEM)
Cs 15.6362 17.7876 16.6736
C 12.0754 22.0463 16.6761
C 13.5748 21.9509 16.6006
C 14.1157 22.6220 17.8633
O 13.9816 24.0528 17.7023
C 14.7847 24.8552 16.8370
N 14.1134 20.5848 16.6039
H 11.5247 21.3789 16.0132
H 11.7121 23.0500 16.4553
H 11.6560 21.8367 17.6601
H 13.9123 22.5161 15.7318
H 15.1897 22.4597 17.9541
H 13.7223 22.3471 18.8420
H 14.0798 25.5265 16.3465
H 15.4584 24.3115 16.1747
H 15.5314 25.3639 17.4467
H 13.6105 19.9718 17.2295
H 13.8898 19.9789 15.8273
C 18.9672 20.6726 13.7803
C 17.8361 19.8212 14.3647
C 17.4580 18.4733 13.7289
O 17.4806 17.3266 14.5715
C 17.8416 16.1661 13.8549
N 18.1904 19.5282 15.7267
H 19.8335 20.0149 13.8519
H 19.2827 21.5956 14.2667
H 18.7801 20.9502 12.7430
H 16.9006 20.3412 14.5711
H 18.1669 18.2647 12.9276
H 16.4400 18.5052 13.3407
H 17.9585 15.3298 14.5442
H 18.8008 16.2259 13.3408
H 17.0991 15.9020 13.1019
H 18.7993 18.7261 15.8047
H 18.7678 20.2646 16.1067
C 11.5998 17.5804 11.7659
C 12.8414 18.0393 12.6957
C 14.0431 17.5045 11.8696
C 14.3294 18.3774 10.6087
C 14.4219 19.8491 11.0091
C 13.3606 20.4894 11.9258
N 12.9809 19.5110 13.0163
O 11.9650 19.9409 13.9420
C 13.8971 21.7207 12.6010
C 12.0823 20.8393 11.1082
C 12.7021 17.2101 14.0361
H 10.7725 18.1998 12.1122
H 11.8141 17.9685 10.7701
H 11.4187 16.5075 11.7001
H 14.9295 17.2783 12.4624
H 13.8581 16.4868 11.5258
H 15.2963 18.0796 10.2032
H 13.7396 18.1720 9.7153
H 14.2447 20.3299 10.0471
H 15.4694 20.0884 11.1926
H 13.1571 22.3073 13.1456
H 14.2662 22.3638 11.8021
H 14.7121 21.6315 13.3192
H 11.2928 21.3472 11.6621
H 11.6049 19.9504 10.6957
H 12.3032 21.4396 10.2256
H 11.8643 17.5367 14.6522
H 12.5697 16.1380 13.8906
H 13.6670 17.2800 14.5383
H 11.1891 19.6032 13.4887

These are the Mulliken partial charges, in e, on atoms 1 to 4:
1. Cs 1.180
2. C -1.463
3. C 0.789
4. C -0.722



No. 2
ORCA calculation (ωB97M-V/def2-TZVPD) on the ion C10H12NS2 with charge +1 at a distorted geometry.

Calculated values
- Net charge: +1
- LUMO: -5.26 eV
- ΔE to the lowest compared entry with this formula, charge and spin: 232.7 kJ/mol
- Energy: -1238.96768 Ha

CARTESIAN COORDINATES (ANGSTROEM)
C 1.8837 3.5132 -1.1453
C 1.9390 2.5772 -2.1613
C 1.1077 3.2092 0.0022
C 0.9797 1.5619 -2.1840
C 0.2913 2.1053 -0.0287
C 0.1732 1.1275 -1.0861
C -2.3956 -1.5199 -0.0362
C 0.5685 -2.7634 3.2163
C -0.4419 -0.1753 -1.1081
C -0.7284 -3.7127 1.1236
N -1.3098 -0.4919 -0.0921
S -1.9878 -2.5476 1.4912
S 0.5792 -3.9521 2.0805
H 2.5481 4.3273 -1.0769
H 2.4621 2.8482 -3.0399
H 0.8940 3.9517 0.6696
H 0.8216 1.0608 -3.0756
H -0.2777 2.0197 1.0064
H -3.2902 -0.9259 0.2535
H -2.4937 -2.2251 -0.8087
H 1.5417 -2.5482 3.5735
H -0.2878 -2.3175 3.5163
H -0.2453 -0.9081 -1.9787
H -0.8628 -4.3804 0.3069
H -1.4686 0.1663 0.5815

These are the Mulliken partial charges, in e, on atoms 1 to 4:
1. C -0.236
2. C -0.658
3. C -0.787
4. C -0.466



No. 3
ORCA calculation (ωB97M-V/def2-TZVPD) on a structure of composition C16H16Cl2LiN2O5 at a distorted geometry.

Calculated values
- Net charge: -1
- LUMO: 2.57 eV
- Energy: -2033.13730 Ha

CARTESIAN COORDINATES (ANGSTROEM)
Li -2.1234 -0.0314 -0.6960
O 0.0242 0.0074 -1.2012
C 0.6159 0.1032 0.0904
C -0.5291 -0.0009 1.2120
O -0.3034 0.5006 2.2991
O -1.5150 -0.6684 0.8390
C 1.3904 1.3906 0.2064
C 2.7804 1.4173 0.2033
C 3.4617 2.6159 0.3239
C 2.7649 3.8047 0.4462
C 1.3816 3.7900 0.3953
C 0.6972 2.5950 0.2692
C 1.3919 -1.1396 0.3920
C 1.3170 -2.2455 -0.4474
C 1.9163 -3.4429 -0.1038
C 2.6262 -3.5512 1.0785
C 2.7206 -2.4506 1.9179
C 2.1050 -1.2597 1.5849
H -0.3090 0.8896 -1.4208
H 3.3308 0.4904 0.1170
H 4.5437 2.6236 0.3311
H 3.2973 4.7386 0.5723
H 0.8330 4.7160 0.4714
H -0.3821 2.5868 0.2326
H 0.7940 -2.1479 -1.3844
H 1.8302 -4.2980 -0.7617
H 3.0988 -4.4866 1.3465
H 3.2758 -2.5245 2.8443
H 2.1554 -0.4120 2.2508
N -4.5627 0.5469 -0.4980
N -4.5220 1.6553 -1.3692
C -3.2542 2.2383 -1.6886
O -3.3065 3.3656 -2.1588
O -2.2509 1.5187 -1.4848
H -5.3889 -0.0067 -0.7116
H -4.5881 0.8228 0.4844
H -5.2080 2.3866 -1.1934
Cl -2.8472 -4.6222 -0.5237
C -1.8750 -3.2021 -0.9138
Cl -2.7802 -2.0648 -1.8880
H -1.0075 -3.5440 -1.4764
H -1.5980 -2.7040 0.0142

These are the Mulliken partial charges, in e, on atoms 1 to 4:
1. Li 0.987
2. O -0.692
3. C 3.107
4. C 0.371